1 | Computed, not measured: a molecular structure, C7H6O6STl, with ωB97M-V/def2-TZVPD.

The geometry in XYZ format:
```
21
Properties=species:S:1:pos:R:3
O 0.7316 -4.1429 0.8247
C 0.9856 -3.1451 0.3351
Tl 1.5593 -0.0499 -0.9500
O 4.8217 -1.5498 -2.4315
C 3.8303 -1.1995 -1.9898
C 1.6369 2.4462 -1.8537
O 1.6415 3.5184 -2.2186
C 2.6450 0.4674 1.6350
O 3.1043 0.7734 2.6272
C -0.0269 -1.0465 -3.0562
O -0.8176 -1.2748 -3.8400
C -2.3862 1.8359 1.3140
S -1.2256 0.7221 0.5304
C -1.7020 -0.8301 1.2840
O -1.5753 0.6456 -0.9319
H -2.2384 1.7741 2.3968
H -3.4010 1.5289 1.0388
H -2.1808 2.8627 0.9760
H -2.6465 -0.6449 1.8116
H -1.8250 -1.5729 0.5013
H -0.9309 -1.1182 1.9967
```

Results
E_LUMO (spin up / spin down): -0.570 / -0.609 Eh
net charge: +3
frontier orbital gap (spin up / spin down): 7.00 / 6.97 eV
HOMO (spin up / spin down): -22.5 / -23.5 eV

---

2 | Computed, not measured: a molecular structure, C7H6O6STl, with ωB97M-V/def2-TZVPD.

The geometry in XYZ format:
```
21
Properties=species:S:1:pos:R:3
O -0.3061 -2.5977 2.3801
C 0.1601 -2.0779 1.4578
Tl 0.9574 -0.8863 -0.3630
O 3.3133 -3.4962 -0.6691
C 2.5498 -2.6702 -0.5585
C 1.8444 0.0752 -2.0717
O 2.3186 0.5824 -2.9993
C 2.3574 0.1409 1.0171
O 3.1428 0.6656 1.7034
C -0.4337 -2.0415 -1.6447
O -1.0985 -2.6618 -2.3439
C -1.4043 2.8162 -0.1155
S -0.8015 1.1979 -0.1517
C -1.6028 0.4362 1.3269
O -1.1959 0.4761 -1.4334
H -1.1549 3.2067 0.8835
H -2.4543 2.5759 -0.2962
H -0.8912 3.2605 -0.9890
H -2.3760 1.2030 1.5468
H -2.0271 -0.5789 1.1367
H -0.8974 0.3740 2.1838
```

Results
E_LUMO: -0.517 Eh
net charge: +3
frontier orbital gap: 7.09 eV
HOMO: -21.2 eV

---

Tell me which of them is the most stable. Sure, it is 1.

---

1 | Computed, not measured: a single C15H23ClN4O4S molecule, with ωB97M-V/def2-TZVPD.

The geometry in XYZ format:
```
48
Properties=species:S:1:pos:R:3
C -0.5237 -1.6609 1.4049
O -0.4264 -0.2542 1.5340
C 0.8337 0.2057 2.0107
C 1.8923 0.0156 0.9092
O 3.0236 -0.3657 1.1503
N 1.4421 0.3346 -0.3257
C 2.2295 0.1176 -1.5208
C 1.8052 -1.1535 -2.2607
C 2.5855 -1.3061 -3.5598
O 3.9600 -1.4090 -3.2201
N 0.3686 -1.2189 -2.5452
C -0.3768 -0.1518 -2.9455
O 0.1071 0.8776 -3.3800
C -1.8769 -0.3135 -2.7693
C -2.2876 0.3417 -1.4861
C -2.0891 1.6842 -1.1079
C -2.6278 1.7397 0.1534
Cl -2.7548 3.0505 1.2415
N -3.1032 0.5221 0.4689
C -3.6319 0.0789 1.7417
N -2.8913 -0.3512 -0.5310
C 0.6438 1.6858 2.3397
C -0.0035 1.8133 3.7305
S 0.0834 0.1777 4.5416
C 1.2620 -0.4441 3.3187
H -1.4005 -1.8584 0.7917
H 0.3605 -2.0781 0.9067
H -0.6469 -2.1456 2.3767
H 0.4683 0.5860 -0.4134
H 2.1412 0.9797 -2.1776
H 3.2678 0.0036 -1.2201
H 2.0304 -2.0103 -1.6216
H 2.2357 -2.2027 -4.0814
H 2.3903 -0.4358 -4.1944
H 4.4848 -1.3755 -4.0239
H -0.1381 -1.9563 -2.0847
H -2.3579 0.1690 -3.6197
H -2.1770 -1.3611 -2.7456
H -1.6375 2.4791 -1.6749
H -4.4108 0.7585 2.0812
H -4.0532 -0.9093 1.5837
H -2.8335 0.0286 2.4836
H 1.6178 2.1771 2.3251
H 0.0265 2.1505 1.5705
H 0.5209 2.5501 4.3354
H -1.0490 2.1078 3.6674
H 1.2359 -1.5313 3.2933
H 2.2808 -0.1415 3.5489
```

Results
E_LUMO: 0.021 Eh
SMILES string: CO[C@@]1(C(=O)NC[C@H](CO)NC(=O)Cc2cc(Cl)n(C)n2)CCSC1
frontier orbital gap: 9.12 eV
HOMO: -8.5 eV

---

2 | Computed, not measured: a single C15H23ClN4O4S molecule, with ωB97M-V/def2-TZVPD.

The geometry in XYZ format:
```
48
Properties=species:S:1:pos:R:3
C 0.5106 2.3578 3.0774
O -0.4940 1.4738 3.5287
C -1.6773 1.4444 2.7420
C -1.3237 1.1568 1.2772
O -1.6114 1.9231 0.3776
N -0.6427 0.0072 1.0916
C -0.0961 -0.4322 -0.1731
C 1.3619 -0.0024 -0.3832
C 2.0085 -0.8003 -1.5055
O 1.0721 -0.9543 -2.5654
N 2.0769 -0.1677 0.8637
C 3.3771 0.0995 1.0931
O 4.1596 0.4472 0.2234
C 3.8425 -0.0641 2.5355
C 2.7379 -0.2899 3.5242
C 1.9425 -1.4321 3.7127
C 1.0215 -1.0604 4.6666
Cl -0.2819 -1.9211 5.3576
N 1.2973 0.2208 5.0061
C 0.5754 1.0794 5.9238
N 2.3370 0.6968 4.3143
C -2.5283 0.3146 3.3636
C -3.7028 0.9111 4.1597
S -3.2869 2.6357 4.4951
C -2.4593 2.7505 2.8942
H 1.3034 2.3632 3.8208
H 0.9418 2.0270 2.1269
H 0.1490 3.3833 2.9628
H -0.4669 -0.5539 1.9117
H -0.1836 -1.5189 -0.2316
H -0.6969 -0.0339 -0.9854
H 1.3657 1.0551 -0.6621
H 2.9094 -0.2905 -1.8483
H 2.3134 -1.7856 -1.1282
H 1.5331 -1.3139 -3.3246
H 1.5201 -0.3765 1.6759
H 4.5695 -0.8768 2.5528
H 4.3838 0.8465 2.7872
H 2.0199 -2.3844 3.2147
H 0.3120 0.5195 6.8193
H 1.2123 1.9134 6.1965
H -0.3306 1.4551 5.4461
H -2.9241 -0.3609 2.6022
H -1.9029 -0.2845 4.0257
H -4.6253 0.8943 3.5784
H -3.8785 0.3854 5.0951
H -1.8264 3.6333 2.8679
H -3.2116 2.8574 2.1141
```

Results
E_LUMO: 0.015 Eh
SMILES string: CO[C@@]1(C(=O)NC[C@H](CO)NC(=O)Cc2cc(Cl)n(C)n2)CCSC1
frontier orbital gap: 9.14 eV
HOMO: -8.7 eV

---

Tell me which of them is the most stable. Sure, it is 1.

---

1 | Computed, not measured: a molecular structure, C8H14OS, with ωB97M-V/def2-TZVPD.

The geometry in XYZ format:
```
24
Properties=species:S:1:pos:R:3
C 0.2474 -0.3647 1.0163
C -0.4313 0.4087 -1.0167
C -0.6626 -0.9891 -0.6186
C 0.4071 0.8755 0.2060
C -2.0770 -1.2725 -0.3230
C 0.2110 -2.0813 -1.2455
C 1.8435 1.1860 -0.0221
C -0.1902 2.0279 0.9806
O 1.5246 -0.1446 3.2287
S 0.6440 -1.0381 2.4408
H 0.2543 0.3860 -1.8914
H -1.2041 1.1054 -1.4415
H -2.2643 -2.3432 -0.0259
H -2.7662 -1.1285 -1.0658
H -2.5588 -0.5715 0.4793
H -0.2568 -2.3102 -2.2958
H 0.3695 -2.9102 -0.6504
H 1.2239 -1.6234 -1.3439
H 2.0677 2.1101 -0.4636
H 2.2677 0.3993 -0.6237
H 2.3205 1.3672 1.0219
H 0.1405 3.0376 0.5171
H 0.1757 1.8129 1.9773
H -1.2860 2.0610 1.1599
```

Results
E_LUMO: 0.017 Eh
frontier orbital gap: 9.33 eV
HOMO: -8.9 eV

---

2 | Computed, not measured: 2 unconnected molecules or ions with the total composition C8H14OS, with ωB97M-V/def2-TZVPD.

The geometry in XYZ format:
```
24
Properties=species:S:1:pos:R:3
C -0.0174 -0.9590 -1.5856
C -0.8991 0.3144 0.3534
C -1.0866 2.6289 -0.6475
C 0.7836 1.9748 1.1181
C 1.4825 -1.8693 0.2365
C -0.9305 -2.8527 -0.2428
C -0.2064 1.5080 -0.0430
C 0.0914 -1.8407 -0.4874
O 0.8216 -0.1964 -2.0377
S -2.1944 -0.2053 1.0109
H -1.0017 -0.9534 -2.2278
H -2.2387 2.4564 -0.4747
H -0.8381 2.5193 -1.8001
H -0.6995 3.6106 -0.3658
H 1.7381 1.4723 1.1426
H 1.0143 2.9639 1.0352
H 0.2930 1.8388 2.1444
H 1.9881 -2.5974 -0.2459
H 1.8934 -0.9824 0.0803
H 1.2842 -2.1764 1.3790
H -1.4710 -2.8628 -1.0935
H -0.5401 -3.7736 0.1611
H -1.5059 -2.4338 0.6258
H 0.4021 1.1493 -0.9975
```

Results
E_LUMO (spin up / spin down): -0.018 / -0.018 Eh
frontier orbital gap (spin up / spin down): 7.21 / 7.21 eV
HOMO (spin up / spin down): -7.7 / -7.7 eV

---

Tell me which of them is the most stable. Sure, it is 1.

---

1 | Computed, not measured: a single C2H4N2O2S molecule, with ωB97M-V/def2-TZVPD.

The geometry in XYZ format:
```
11
Properties=species:S:1:pos:R:3
H -1.3114 -2.8071 0.6404
N -0.7069 -2.0535 0.2522
N -1.4710 -1.1132 0.3144
S -0.9533 0.4065 -0.2753
O -1.7240 0.4479 -1.5275
O -1.3491 1.3418 0.7499
C 0.8357 0.5101 -0.5062
C 1.7473 0.9170 0.3435
H 1.0182 0.0023 -1.4386
H 2.7864 0.9641 0.2730
H 1.1282 1.3841 1.1742
```

Results
E_LUMO: -0.008 Eh
SMILES string: [H]/N=N/S(=O)(=O)C=C
frontier orbital gap: 10.07 eV
HOMO: -10.3 eV

---

2 | Computed, not measured: a single C2H4N2O2S molecule, with ωB97M-V/def2-TZVPD.

The geometry in XYZ format:
```
11
Properties=species:S:1:pos:R:3
N 0.3632 2.2899 -0.0693
N 0.9646 1.1867 -0.7122
C 0.9359 -0.1172 -0.3337
O 1.7500 -0.9386 -0.7122
C -0.2716 -0.6689 0.3623
O 0.0758 -1.4981 1.3174
S -1.7943 -0.2607 -0.0395
H 0.2313 2.0346 0.9166
H -0.5709 2.3890 -0.5309
H 1.8609 1.4681 -1.0921
H -0.7004 -1.8467 1.7969
```

Results
E_LUMO: -0.018 Eh
SMILES string: NNC(=O)C(O)=S
frontier orbital gap: 8.90 eV
HOMO: -9.4 eV

---

Tell me which of them is the most stable. Sure, it is 2.

---

1 | Computed, not measured: 2 unconnected molecules or ions with the total composition C3H5O3, with ωB97M-V/def2-TZVPD.

The geometry in XYZ format:
```
11
Properties=species:S:1:pos:R:3
O 0.2696 -1.2957 -2.2200
C -0.8788 -1.4393 -1.7953
O -1.3931 -0.9700 -0.7347
H -1.5833 -2.0606 -2.3978
C 1.1735 1.2043 0.5749
C 0.3317 0.8730 1.5620
O -0.6485 -0.0425 1.5315
H 1.9495 1.9166 0.8411
H 1.1612 0.8510 -0.4441
H 0.4248 1.3571 2.5352
H -0.8066 -0.3941 0.5471
```

Results
E_LUMO: 0.158 Eh
net charge: -1
frontier orbital gap: 8.84 eV
HOMO: -4.5 eV

---

2 | Computed, not measured: 2 unconnected molecules or ions with the total composition C3H5O3, with ωB97M-V/def2-TZVPD.

The geometry in XYZ format:
```
11
Properties=species:S:1:pos:R:3
O 0.1018 2.1443 -1.6784
C 0.0054 1.1604 -0.8959
C -1.2512 0.3443 -0.8670
H 0.9416 0.6967 -0.4596
H -1.9532 0.7454 -0.0689
H -1.0139 -0.6157 -0.4471
H -1.6006 0.3783 -1.8882
O 0.9990 -0.0653 2.0995
C 1.2527 -1.1883 1.5377
O 1.0085 -1.6054 0.3634
H 1.5101 -1.9947 2.3045
```

Results
E_LUMO: 0.154 Eh
net charge: -1
frontier orbital gap: 8.47 eV
HOMO: -4.3 eV

---

Tell me which of them is the most stable. Sure, it is 1.

---

1 | Computed, not measured: 2 unconnected molecules or ions with the total composition C3H5O3, with ωB97M-V/def2-TZVPD.

The geometry in XYZ format:
```
11
Properties=species:S:1:pos:R:3
C -2.6343 0.8721 -0.2972
C -1.8803 -0.2610 -0.1028
O -0.7464 -0.2433 0.6051
H -3.2005 1.0434 -1.2779
H -2.7609 1.5802 0.5482
H -2.1054 -1.1715 -0.6720
H 0.0367 -0.4686 0.0094
O 1.3997 -1.1958 -0.1965
C 2.0797 -0.1466 0.1361
O 1.8153 1.0377 -0.1483
H 2.8902 -0.5590 0.8934
```

Results
E_LUMO: 0.160 Eh
net charge: -1
frontier orbital gap: 8.80 eV
HOMO: -4.5 eV

---

2 | Computed, not measured: 2 unconnected molecules or ions with the total composition C3H5O3, with ωB97M-V/def2-TZVPD.

The geometry in XYZ format:
```
11
Properties=species:S:1:pos:R:3
O -0.7848 -1.2718 -2.0027
C -0.4384 -1.3080 -0.8460
C 0.9052 -0.9132 -0.3331
H -1.1458 -1.6285 -0.0547
H 0.7648 -0.1657 0.4591
H 1.4207 -1.7577 0.1337
H 1.5193 -0.5070 -1.1355
O 0.0918 1.4129 1.9171
C -0.5644 1.8951 0.9661
O -1.7210 2.3542 0.9356
H -0.0472 1.8897 -0.0396
```

Results
E_LUMO: 0.142 Eh
net charge: -1
frontier orbital gap: 7.98 eV
HOMO: -4.1 eV

---

3 | Computed, not measured: 2 unconnected molecules or ions with the total composition C3H5O3, with ωB97M-V/def2-TZVPD.

The geometry in XYZ format:
```
11
Properties=species:S:1:pos:R:3
C -2.1008 0.5056 0.7142
C -0.9696 -0.1463 0.4631
O 0.2366 0.5066 0.4766
C 1.3183 -0.1846 0.0846
O 2.3458 0.5841 0.4114
H -2.1198 1.5869 0.8559
H -0.9137 -1.1899 0.1456
H -3.0429 -0.0394 0.6821
H 3.1052 0.0221 0.5996
O 1.1483 -0.4489 -2.5087
H 0.9926 -1.1963 -1.9244
```

Results
E_LUMO: 0.142 Eh
net charge: -1
frontier orbital gap: 6.07 eV
HOMO: -2.2 eV

---

Tell me which of them is the most stable. Sure, it is 2.

---

1 | Computed, not measured: a single C3H3BrO2 molecule, with ωB97M-V/def2-TZVPD.

The geometry in XYZ format:
```
9
Properties=species:S:1:pos:R:3
O 0.5709 1.4040 -1.3387
C -0.2467 0.5318 -1.3116
C -0.0883 -0.4830 -0.1695
Br -1.8364 -0.8709 0.6136
C 0.6652 0.1027 1.1623
O 1.7043 -0.1118 1.7242
H -1.0305 0.1380 -1.9644
H 0.2286 -1.5606 -0.4236
H 0.0329 0.8500 1.7077
```

Results
E_LUMO: -0.003 Eh
SMILES string: O=CC(Br)C=O
frontier orbital gap: 10.16 eV
HOMO: -10.3 eV

---

2 | Computed, not measured: 2 unconnected molecules or ions with the total composition C3H3BrO2, with ωB97M-V/def2-TZVPD.

The geometry in XYZ format:
```
9
Properties=species:S:1:pos:R:3
C -0.2876 0.6745 -1.1106
C -0.4239 -1.3445 1.0127
C 0.4016 0.7671 0.1442
O -1.4096 1.1246 -1.2966
O -1.3500 -2.0187 1.2978
Br 2.1475 0.5135 0.3532
H 0.2734 0.3750 -2.0774
H 0.6749 -1.4285 0.7947
H -0.0263 1.3371 0.8820
```

Results
E_LUMO (spin up / spin down): -0.025 / -0.046 Eh
frontier orbital gap (spin up / spin down): 8.09 / 7.38 eV
HOMO (spin up / spin down): -8.8 / -8.6 eV

---

Tell me which of them is the most stable. Sure, it is 1.

---

1 | Computed, not measured: 2 unconnected molecules or ions with the total composition C3H6Cl2N, with ωB97M-V/def2-TZVPD.

The geometry in XYZ format:
```
12
Properties=species:S:1:pos:R:3
C -1.1326 0.8227 0.0214
C 1.2416 0.9390 -0.1185
C 0.0606 -1.2227 0.1254
N -0.0249 0.2196 0.0003
Cl -3.4037 -1.6904 -0.0325
Cl -1.6981 2.3162 -0.0423
H 1.2708 1.5026 -1.0519
H 2.0652 0.2282 -0.1042
H 1.3600 1.6402 0.7099
H -0.9350 -1.6624 0.0383
H 0.4807 -1.4744 1.1024
H 0.7154 -1.6187 -0.6483
```

Results
E_LUMO (spin up / spin down): -0.245 / -0.276 Eh
net charge: +1
frontier orbital gap (spin up / spin down): 9.13 / 7.64 eV
HOMO (spin up / spin down): -15.8 / -15.2 eV

---

2 | Computed, not measured: 2 unconnected molecules or ions with the total composition C3H6Cl2N, with ωB97M-V/def2-TZVPD.

The geometry in XYZ format:
```
12
Properties=species:S:1:pos:R:3
C -1.5552 -1.4106 0.8857
C -0.5614 -0.6109 0.9747
C 0.2022 0.6405 -1.3100
N 1.4406 0.8270 -0.5631
Cl -2.7318 -1.6514 2.2063
Cl 0.1793 0.4211 2.0494
H -1.5803 -2.0696 0.0751
H 0.0861 -0.2056 -2.0419
H -0.6060 1.4292 -1.1848
H 2.0567 0.0921 -0.7854
H 1.1811 0.6878 0.4776
H 1.8888 1.8504 -0.7836
```

Results
E_LUMO (spin up / spin down): -0.191 / -0.204 Eh
net charge: +1
frontier orbital gap (spin up / spin down): 8.54 / 7.97 eV
HOMO (spin up / spin down): -13.7 / -13.5 eV

---

Tell me which of them is the most stable. Sure, it is 1.

---

1 | Computed, not measured: a single C7H8N2O2S molecule, with ωB97M-V/def2-TZVPD.

The geometry in XYZ format:
```
20
Properties=species:S:1:pos:R:3
C -3.3228 -0.7735 -0.1446
C -1.8281 -0.2719 0.0657
C -1.5597 1.0826 -0.1036
C -0.2801 1.5789 -0.0991
C 0.8284 0.7078 0.0029
C 0.6026 -0.6903 0.0431
C -0.7112 -1.1429 0.1853
O 1.6697 -1.4507 -0.1543
S 3.1922 -0.0304 0.0980
N 3.5234 0.0739 1.5769
O 4.2363 -0.0336 -0.8813
N 2.1552 1.1542 -0.2191
H -4.1677 -0.2787 0.3668
H -3.6453 -0.8806 -1.2148
H -3.5490 -1.8081 0.2612
H -2.3836 1.6982 -0.3283
H -0.1910 2.5415 -0.3517
H -1.0062 -2.2051 0.1481
H 4.0576 -0.7329 1.8849
H 2.3794 1.4616 -1.1361
```

Results
E_LUMO: -0.030 Eh
SMILES string: Cc1ccc2c(c1)O[S@@](=N)(=O)N2
frontier orbital gap: 7.73 eV
HOMO: -8.5 eV

---

2 | Computed, not measured: a single C7H8N2O2S molecule, with ωB97M-V/def2-TZVPD.

The geometry in XYZ format:
```
20
Properties=species:S:1:pos:R:3
C 0.7739 0.0464 -2.8897
C 0.7718 -0.4663 -1.5957
C -0.4972 0.3100 -3.4414
C -0.4999 -0.4864 -1.0617
C 0.6536 1.3590 1.6685
C -0.0263 -0.9828 1.3527
C -0.8875 -0.9922 0.1916
N -0.1609 0.2986 1.9996
N 1.8065 1.2382 1.0730
O 2.6826 2.0403 0.6538
O -1.4633 0.7959 2.1045
S -1.6910 0.1532 -2.1732
H 1.6507 0.0958 -3.4413
H 1.7219 -0.7411 -1.0431
H -1.0050 0.8364 -4.3110
H 0.0572 2.1984 1.7775
H -0.6452 -1.7800 2.0675
H 1.0102 -1.2795 1.2257
H -1.9729 -1.1593 0.2994
H -1.5849 0.8955 3.0602
```

Results
E_LUMO (spin up / spin down): -0.020 / -0.023 Eh
frontier orbital gap (spin up / spin down): 7.91 / 6.46 eV
HOMO (spin up / spin down): -8.5 / -7.1 eV

---

Tell me which of them is the most stable. Sure, it is 1.